Entry 1:
Density functional theory data (ωB97M-V/def2-TZVPD) for C13H29CuN2O12 as an isolated structure at a distorted geometry.

Geometry (Å):
Cu1 -0.1239 -0.7823 -0.5991
O1 -2.4054 -3.3363 -3.4672
C1 -1.1481 -3.0016 -3.0258
O2 -0.1789 -3.4023 -3.6742
O3 -1.0700 -2.1504 -2.0826
H1 -2.1221 -3.9967 -4.1211
O4 2.6803 1.1476 -3.4152
C2 2.0331 0.0068 -3.0008
O5 1.3174 -0.0151 -1.9624
O6 2.1530 -0.9495 -3.8000
H2 3.1392 0.5604 -4.0780
O7 2.3100 -4.1815 0.7570
C3 1.7594 -3.3328 -0.1674
O8 1.9616 -3.5080 -1.3569
O9 1.1862 -2.2717 0.2810
H3 2.0946 -3.7954 1.6153
C4 -0.9305 4.6968 -1.0399
O10 -1.5687 3.4418 -1.0791
C5 -1.1401 2.6129 -2.1406
C6 -1.9627 1.3440 -2.1172
N1 -1.8241 0.5845 -0.8742
C7 -2.9725 -0.3206 -0.6639
C8 -2.8644 -1.0937 0.6625
O11 -1.5253 -1.6244 0.8394
C9 -1.5112 -2.6470 1.7991
H4 -1.2591 5.3925 -1.8188
H5 0.1503 4.5417 -1.0789
H6 -1.2658 5.1264 -0.0951
H7 -0.0747 2.3657 -2.1156
H8 -1.4116 3.0970 -3.0853
H9 -1.7885 0.7482 -3.0169
H10 -3.0335 1.5503 -2.2571
H11 -1.9761 1.3627 -0.2316
H12 -2.9613 -1.0328 -1.4927
H13 -3.9259 0.2040 -0.7818
H14 -3.6838 -1.8068 0.7554
H15 -2.8805 -0.4822 1.5731
H16 -1.9207 -3.6198 1.5028
H17 -1.9658 -2.3195 2.7377
H18 -0.5072 -3.0304 1.9920
C10 1.9239 2.3302 1.0678
C11 1.8971 0.8365 1.3882
C12 2.5838 0.5274 2.7518
O12 1.8200 0.8893 3.8627
C13 1.8067 0.0888 5.0042
N2 0.5277 0.3200 1.3859
H19 1.4685 2.4888 0.0828
H20 2.9049 2.7917 0.9585
H21 1.2911 3.0152 1.6407
H22 2.4707 0.3501 0.5992
H23 3.5055 1.1187 2.8387
H24 2.9352 -0.5102 2.8007
H25 1.1843 -0.7953 4.8133
H26 1.4528 0.5499 5.9232
H27 2.8351 -0.2725 5.1320
H28 0.6234 -0.6172 1.7787
H29 -0.0136 0.8063 2.0956

Results
**Charge**: -1
**Relative energy (zero: lowest compared OMol25 entry of this formula, charge and spin)**: 0.000 eV
**Molar mass**: 468.9 g/mol
**DFT total energy**: -86141.6385 eV
**Spin multiplicity**: 2

Results of the Löwdin charge analysis, in e, for atoms 1 through 2: 0.73, 0.03



Entry 2:
Density functional theory data (ωB97M-V/def2-TZVPD) for C8H29N14O10Pb as an isolated structure at a distorted geometry.

Geometry (Å):
Pb1 -3.3252 -8.1438 -17.8125
O1 -0.5230 -7.5227 -17.4299
C1 -0.8343 -6.8568 -16.2583
O2 -2.0158 -6.6932 -15.9798
O3 0.1163 -6.5294 -15.5094
H1 0.3610 -7.7834 -17.1613
C2 -5.4056 -5.1533 -17.2340
O4 -5.1156 -6.3361 -17.4434
N1 -4.7865 -4.3313 -16.5531
N2 -6.4278 -4.5636 -17.7990
H2 -3.8339 -4.6449 -16.4335
H3 -5.0745 -3.5836 -15.9383
H4 -6.2500 -3.5694 -17.7952
H5 -7.0509 -5.0921 -18.3928
C3 -1.2997 -10.4944 -15.8418
O5 -2.0432 -9.8972 -16.5742
N3 -1.1341 -10.1676 -14.5877
N4 -0.5811 -11.4891 -16.1906
H6 -0.7364 -10.8432 -13.9510
H7 -1.2848 -9.1975 -14.3505
H8 -0.7524 -11.9032 -17.0957
H9 -0.0029 -11.9406 -15.4965
C4 -5.6075 -7.8878 -20.7398
O6 -4.8133 -8.0232 -19.8171
N5 -5.3944 -7.9790 -21.9660
N6 -6.7911 -7.4157 -20.4626
H10 -6.2037 -7.7837 -22.5378
H11 -4.5160 -8.1864 -22.4192
H12 -6.9677 -7.0611 -19.5335
H13 -7.4649 -7.3159 -21.2084
C5 -5.7621 -8.5980 -15.1100
O7 -4.7552 -8.6715 -15.8216
N7 -6.5402 -9.6009 -14.7847
N8 -6.2083 -7.5209 -14.4874
H14 -7.5044 -9.5503 -14.4885
H15 -6.1501 -10.5300 -14.8530
H16 -7.0261 -7.4829 -13.8959
H17 -5.4886 -6.8288 -14.6397
C6 -3.1949 -11.7297 -18.7396
O8 -4.0423 -10.8371 -18.5221
N9 -1.9962 -11.5100 -19.1648
N10 -3.4701 -12.9831 -18.9242
H18 -1.5663 -12.3350 -19.5582
H19 -1.6163 -10.5828 -19.2916
H20 -4.3052 -13.5430 -18.8277
H21 -2.7214 -13.6183 -19.1610
C7 -0.9091 -8.9779 -20.6185
O9 -1.7631 -8.7950 -19.7368
N11 -1.0455 -9.7294 -21.6811
N12 0.1943 -8.2963 -20.6445
H22 -0.2667 -9.8811 -22.3060
H23 -1.7381 -10.4584 -21.7757
H24 0.3945 -7.7129 -19.8447
H25 0.7698 -8.2235 -21.4713
C8 -2.6829 -5.3896 -20.0540
O10 -2.7308 -6.0072 -18.9929
N13 -3.6012 -4.5511 -20.5506
N14 -1.9085 -5.6937 -21.1244
H26 -3.4942 -4.0554 -21.4240
H27 -4.2383 -4.1663 -19.8678
H28 -2.2902 -5.1736 -21.9016
H29 -1.2255 -6.4377 -21.1300

Results
**Charge**: +2
**Relative energy (zero: lowest compared OMol25 entry of this formula, charge and spin)**: 0.000 eV
**Molar mass**: 688.6 g/mol
**DFT total energy**: -55341.0766 eV
**Spin multiplicity**: 2

Results of the Löwdin charge analysis, in e, for atoms 1 through 2: 1.71, 0.07



Entry 3:
Density functional theory data (ωB97M-V/def2-TZVPD) for C42H36FGeNO5Re as an isolated structure at a distorted geometry.

Geometry (Å):
Re1 0.0254 -1.4287 -0.1295
O1 -2.4666 -5.6701 3.3618
C1 -2.1409 -4.6339 2.8467
C2 -1.2794 -3.3716 3.3859
O2 -0.5805 -3.2502 4.4049
C3 -1.1720 -2.5650 2.2195
C4 -1.7665 -3.2036 1.1248
O3 -1.5649 -2.7526 -0.1570
C5 -2.7182 -4.2091 1.5071
O4 -3.6981 -4.6442 0.8574
O5 -0.4041 -1.5332 2.0077
C6 3.4921 1.7417 3.5111
C7 2.4557 0.9206 2.7069
C8 1.0796 0.8199 3.4810
C9 2.4537 1.3646 1.2498
C10 2.7006 2.6764 0.8332
C11 3.1128 3.0396 -0.4499
C12 2.8979 2.0700 -1.4465
C13 2.5468 0.7687 -1.1480
C14 2.5847 -0.3784 -2.2540
C15 3.5597 -0.0477 -3.3460
C16 1.2381 -0.8745 -2.8707
C17 2.2186 0.4226 0.1907
N1 1.8333 -0.9426 0.4411
C18 2.7372 -1.9053 0.8390
C19 4.0720 -1.6717 1.2023
C20 4.9116 -2.7784 1.3338
C21 4.4957 -4.1002 1.2721
C22 3.1573 -4.3615 1.1138
C23 2.3973 -3.2687 0.8146
F1 1.0176 -3.6895 0.6431
H1 4.1422 1.2129 4.2168
H2 3.0834 2.5736 4.1088
H3 4.2120 2.2044 2.7919
H4 2.8786 -0.0690 2.6833
H5 0.5083 1.7466 3.2519
H6 1.3217 0.7415 4.5621
H7 0.4227 -0.0577 3.1547
H8 2.5482 3.4954 1.6176
H9 3.4444 4.0369 -0.7127
H10 3.0745 2.4321 -2.4472
H11 3.0285 -1.2501 -1.6924
H12 3.3999 0.7888 -4.0486
H13 3.6818 -0.9273 -3.9615
H14 4.5912 0.1225 -2.9481
H15 0.8166 0.0289 -3.4345
H16 -0.4166 -2.1208 -2.5316
H17 1.5175 -1.6087 -3.6582
H18 4.4137 -0.5979 1.1577
H19 5.9585 -2.5218 1.4440
H20 5.2210 -4.9261 1.2986
H21 2.7009 -5.3283 1.1083
C24 0.2299 -1.4947 -1.9989
Ge1 -1.6155 0.4170 -0.6093
C25 -2.3349 1.6076 0.9226
C26 -1.4388 2.4397 1.5438
C27 -1.9415 3.2669 2.5911
C28 -3.2503 3.1041 3.1251
C29 -4.1317 2.3245 2.4625
C30 -3.6250 1.5375 1.3903
C31 -1.2700 1.8456 -1.9368
C32 -0.9906 3.2159 -1.6805
C33 -0.9070 4.1453 -2.6640
C34 -1.2648 3.8180 -3.9572
C35 -1.5659 2.4738 -4.3026
C36 -1.5079 1.5315 -3.2467
C37 -3.3561 -0.2690 -1.4930
C38 -3.9859 -1.2458 -0.7069
C39 -5.0627 -1.9828 -1.1923
C40 -5.6418 -1.6529 -2.3744
C41 -4.9506 -0.7736 -3.2307
C42 -3.9962 0.0640 -2.6847
H22 -0.3642 2.5245 1.2499
H23 -1.2423 4.0508 2.9230
H24 -3.6176 3.6729 3.9955
H25 -5.1928 2.3396 2.7576
H26 -4.3505 0.9376 0.8538
H27 -0.7246 3.5067 -0.6466
H28 -0.5409 5.1960 -2.5138
H29 -1.2422 4.5441 -4.7624
H30 -1.8509 2.1610 -5.3199
H31 -1.7618 0.5233 -3.5491
H32 -3.5707 -1.5845 0.2844
H33 -5.4352 -2.7391 -0.5506
H34 -6.5615 -2.1001 -2.7024
H35 -5.0384 -0.8735 -4.2880
H36 -3.6448 0.9484 -3.1963

Results
**Charge**: +1
**Molar mass**: 912.6 g/mol
**DFT total energy**: -117214.9214 eV

Results of the Löwdin charge analysis, in e, for atoms 1 through 2: 1.58, 0.19